--- one ---
9
Properties=species:S:1:pos:R:3:lowdin_charge:R:1 method="wB97M-V/def2-TZVPD" spin_multiplicity=1 e_homo_ev=-9.0 lumo_ev=-0.17
C 0.476 0.349 -1.079 -0.27
C -0.643 0.394 -0.028 -0.32
C -0.601 1.498 0.733 -1.24
I -2.021 2.096 2.321 0.64
I 0.836 2.908 0.397 0.88
H 1.176 -0.771 -1.121 0.14
H 0.257 0.282 -2.150 0.05
H -1.323 -0.469 -0.123 0.11
H 1.569 0.642 -1.046 0.01

--- two ---
9
Properties=species:S:1:pos:R:3:lowdin_charge:R:1 method="wB97M-V/def2-TZVPD" spin_multiplicity=1 e_homo_ev="-9.7 / -8.4" lumo_ev="-0.40 / -3.13"
C -1.860 -0.765 -0.225 -0.11
C 2.180 1.695 0.606 -0.60
C -1.096 -0.149 -0.907 -0.07
I 2.207 -0.189 -0.214 0.79
I -2.630 -3.974 0.049 0.11
H -2.726 -0.996 0.389 -0.01
H 1.155 2.064 1.015 0.01
H 3.103 2.217 0.828 -0.05
H -0.333 0.097 -1.540 -0.07

--- three ---
9
Properties=species:S:1:pos:R:3:lowdin_charge:R:1 method="wB97M-V/def2-TZVPD" spin_multiplicity=1 e_homo_ev="-9.2 / -8.3" lumo_ev="-1.52 / -2.55"
C 0.719 0.154 0.211 0.05
C -0.278 -0.400 -0.515 -0.37
C -1.454 -0.872 0.010 -0.77
I -0.535 -2.923 2.028 0.11
I -2.656 -2.177 -1.116 0.78
H 1.537 0.447 -0.293 0.02
H 0.565 0.293 1.344 0.11
H -0.236 -0.642 -1.551 0.07
H -2.012 -0.659 0.941 0.00

The structure with the greatest stability is three.

--- one ---
27
Properties=species:S:1:pos:R:3:lowdin_charge:R:1 method="wB97M-V/def2-TZVPD" spin_multiplicity=1 smiles=O.O.O.O.O.O.O.O.O e_homo_ev=-9.4 lumo_ev=-0.35
O 1.500 2.811 -2.252 -0.03
H 1.526 3.263 -3.091 0.03
H 0.779 2.218 -2.434 -0.02
O 1.050 0.080 0.002 -0.03
H 0.197 -0.125 0.343 -0.04
H 0.801 0.326 -0.869 0.00
O 0.198 -1.687 3.079 0.01
H 1.028 -1.247 2.964 0.07
H 0.423 -2.561 2.859 0.04
O 0.503 0.254 -2.797 -0.03
H -0.105 0.436 -3.532 0.10
H 1.336 0.135 -3.209 0.07
O 0.528 -2.810 0.064 -0.08
H 0.897 -1.914 0.150 0.00
H 0.257 -2.846 -0.860 -0.02
O -1.163 -0.311 1.275 -0.04
H -1.867 -0.801 0.812 0.10
H -0.802 -0.927 1.898 0.00
O -0.720 -2.259 -2.244 -0.04
H -0.219 -1.452 -2.434 0.01
H -1.525 -1.977 -1.818 0.05
O -1.593 1.924 2.686 -0.07
H -1.830 1.181 2.096 0.02
H -2.243 1.906 3.402 0.06
O 0.566 2.413 1.314 -0.07
H 0.750 1.623 0.813 -0.04
H -0.269 2.345 1.789 -0.04

--- two ---
27
Properties=species:S:1:pos:R:3:lowdin_charge:R:1 method="wB97M-V/def2-TZVPD" spin_multiplicity=1 smiles=O.O.O.O.O.O.O.O.O e_homo_ev=-10.5 lumo_ev=0.07
O -0.223 -0.725 3.301 -0.04
H -0.586 -0.041 3.873 0.06
H -0.569 -0.527 2.421 0.01
O 0.167 -0.366 0.377 -0.05
H 0.018 0.077 -0.468 0.01
H 1.118 -0.508 0.421 0.06
O 2.069 2.478 -1.354 -0.03
H 2.376 2.709 -2.237 0.06
H 2.725 1.862 -1.011 0.06
O -0.216 -0.803 -2.587 -0.05
H 0.159 -1.220 -3.367 0.05
H -0.751 -0.075 -2.932 0.00
O -2.382 -2.108 0.829 -0.05
H -1.645 -1.492 0.733 0.00
H -3.160 -1.547 0.898 0.04
O -1.114 1.662 -3.690 -0.06
H -1.810 2.296 -3.882 0.05
H -0.973 1.734 -2.733 -0.01
O 2.452 0.083 2.853 -0.08
H 1.509 -0.155 2.927 -0.02
H 2.866 -0.337 3.612 0.03
O -0.725 2.425 -0.955 -0.06
H -0.829 2.772 -0.065 0.06
H 0.227 2.515 -1.145 0.00
O -0.120 -3.926 1.516 -0.06
H 0.340 -3.090 1.633 0.01
H -0.923 -3.693 1.034 0.01

--- three ---
27
Properties=species:S:1:pos:R:3:lowdin_charge:R:1 method="wB97M-V/def2-TZVPD" spin_multiplicity=1 smiles=O.O.O.O.O.O.O.O.O e_homo_ev=-10.6 lumo_ev=-0.31
O -4.520 -7.683 13.483 -0.04
H -5.023 -6.889 13.663 0.07
H -4.912 -8.040 12.686 0.00
O -2.310 -12.591 14.559 -0.04
H -2.779 -11.964 14.009 0.00
H -1.911 -12.057 15.245 0.03
O -2.507 -9.799 11.173 -0.02
H -3.335 -9.354 10.991 0.01
H -2.667 -10.280 11.985 0.02
O 0.418 -10.501 10.085 -0.05
H -0.344 -10.008 10.389 -0.01
H 0.663 -11.048 10.832 0.00
O -5.917 -8.175 11.061 -0.02
H -6.743 -8.575 10.789 0.07
H -5.884 -7.346 10.584 0.07
O -4.452 -9.748 8.525 -0.04
H -5.164 -9.279 8.090 0.03
H -4.664 -9.696 9.457 -0.01
O -3.301 -9.914 13.951 -0.06
H -3.005 -9.871 14.861 0.05
H -3.582 -9.022 13.748 -0.02
O -2.066 -6.777 11.006 -0.05
H -2.111 -7.708 11.227 -0.02
H -1.210 -6.671 10.591 0.03
O 0.667 -11.727 13.133 -0.05
H -0.243 -11.819 12.850 0.02
H 0.685 -12.109 14.011 0.03

--- four ---
27
Properties=species:S:1:pos:R:3:lowdin_charge:R:1 method="wB97M-V/def2-TZVPD" spin_multiplicity=1 smiles=O.O.O.O.O.O.O.O.O e_homo_ev=-10.7 lumo_ev=-0.34
O -2.297 -1.637 -2.822 -0.06
H -1.906 -1.893 -1.979 0.01
H -1.717 -2.182 -3.388 0.05
O -4.092 -0.184 0.829 -0.06
H -3.355 -0.831 0.804 0.05
H -4.888 -0.535 0.425 0.04
O 3.435 1.512 0.656 -0.05
H 2.937 0.752 0.995 0.04
H 4.270 1.092 0.425 0.05
O 0.677 2.674 -1.483 -0.04
H 0.911 1.755 -1.549 0.03
H 0.821 3.237 -0.728 0.02
O 0.521 -2.603 2.783 -0.07
H 1.177 -1.954 2.500 0.02
H -0.265 -2.154 2.433 0.03
O -2.611 1.662 -0.990 -0.07
H -2.121 2.475 -0.828 0.03
H -3.348 1.623 -0.374 0.01
O -0.122 -0.757 0.278 -0.05
H 0.592 -1.285 -0.092 -0.01
H -0.744 -0.524 -0.420 0.02
O 2.244 -2.325 -0.876 -0.04
H 2.651 -2.588 -0.049 0.04
H 2.830 -2.417 -1.634 0.05
O 1.063 2.488 1.722 -0.06
H 1.646 2.417 0.965 -0.03
H 1.689 2.184 2.395 0.04

The structure with the greatest stability is two.

--- one ---
15
Properties=species:S:1:pos:R:3:lowdin_charge:R:1 method="wB97M-V/def2-TZVPD" spin_multiplicity=1 smiles="C=CC/C=C/N" e_homo_ev=-8.6 lumo_ev=1.14
C 0.866 1.525 -1.621 0.00
C 1.493 0.628 -0.868 -0.18
C 1.149 0.189 0.553 -0.21
C -0.034 -0.756 0.600 -0.13
C -1.305 -0.424 0.349 -0.21
N -2.458 -1.288 0.546 0.00
H 1.415 1.870 -2.486 0.05
H -0.084 1.957 -1.341 0.05
H 2.439 0.143 -1.102 0.09
H 0.829 1.030 1.176 0.11
H 1.998 -0.332 0.978 0.10
H 0.099 -1.811 0.844 0.10
H -1.603 0.617 0.280 0.10
H -2.061 -2.226 0.581 0.06
H -2.742 -1.124 1.510 0.07

--- two ---
15
Properties=species:S:1:pos:R:3:lowdin_charge:R:1 method="wB97M-V/def2-TZVPD" spin_multiplicity=1 smiles="C=C/C(N)=C/C" e_homo_ev=-7.2 lumo_ev=0.77
C 1.603 -0.867 -1.369 0.03
C 0.321 -1.140 -1.151 -0.13
C -0.350 -0.580 0.069 -0.38
N -1.733 -0.706 -0.033 0.09
C 0.224 0.208 1.015 -0.16
C -0.210 1.642 1.223 -0.12
H 2.218 -0.400 -0.610 0.06
H 2.100 -1.130 -2.297 0.06
H -0.101 -2.079 -1.504 0.10
H -2.255 0.003 0.454 0.08
H -2.114 -1.109 -0.871 0.08
H 1.200 -0.006 1.433 0.08
H -1.201 1.839 0.808 0.06
H 0.430 2.282 0.598 0.07
H -0.133 2.045 2.235 0.06

The structure with the greatest stability is one.

--- one ---
16
Properties=species:S:1:pos:R:3:lowdin_charge:R:1 method="wB97M-V/def2-TZVPD" spin_multiplicity=1 charge=+1 e_homo_ev="-12.3 / -12.2" lumo_ev="-5.10 / -5.10"
C 0.010 1.232 -0.092 -0.10
C -1.962 -1.628 1.226 -0.07
C -0.765 -0.963 0.674 -0.10
C 1.150 0.671 0.252 -0.32
C -2.338 0.841 -0.060 -0.11
C 3.520 -0.292 -0.787 -0.30
N -1.145 0.498 0.122 -0.03
N -3.490 0.936 0.103 0.37
N -1.567 -2.028 0.082 0.14
S 2.756 0.547 0.680 1.01
H 0.094 2.199 -0.505 0.14
H -2.822 -1.640 1.859 0.11
H 2.644 -0.929 -1.275 0.10
H 4.176 -0.982 -0.414 -0.01
H 4.045 0.362 -1.569 0.09
H -4.305 1.175 -0.297 0.08

--- two ---
16
Properties=species:S:1:pos:R:3:lowdin_charge:R:1 method="wB97M-V/def2-TZVPD" spin_multiplicity=1 charge=+1 smiles="C=C=[N+]=c1cccnn1S" e_homo_ev=-13.0 lumo_ev=-4.95
C -1.775 3.164 -0.003 0.06
C -1.502 1.917 0.168 -0.06
N -1.029 0.866 0.662 0.20
C -0.234 -0.180 0.479 -0.25
C 0.316 -0.573 -0.723 0.01
C 1.126 -1.634 -0.882 0.03
C 1.541 -2.365 0.323 -0.01
N 0.952 -2.025 1.463 -0.05
N 0.047 -1.067 1.503 -0.32
S -0.528 -1.318 3.228 0.86
H -1.850 3.792 0.882 0.09
H -2.094 3.663 -1.029 0.14
H -0.010 -0.115 -1.635 0.13
H 1.519 -1.949 -1.813 0.12
H 2.197 -3.197 0.211 0.12
H 0.004 -2.559 3.015 -0.08

The structure with the greatest stability is two.

--- one ---
13
Properties=species:S:1:pos:R:3:lowdin_charge:R:1 method="wB97M-V/def2-TZVPD" spin_multiplicity=1 charge=-1 e_homo_ev=-4.4 lumo_ev=4.46
N 1.481 -0.496 -0.262 -0.03
C 1.487 0.816 -0.938 -0.40
N 1.541 1.928 -0.002 -0.03
H 0.780 -1.070 -0.732 0.03
H 0.929 -0.334 0.588 0.02
H 0.579 0.974 -1.531 0.10
H 2.383 0.844 -1.564 0.08
H 2.412 1.862 0.522 0.05
H 0.812 1.768 0.699 0.05
O -1.046 -0.050 1.142 -0.15
C -1.892 -0.685 0.477 -0.68
O -1.718 -1.618 -0.326 -0.13
H -2.964 -0.357 0.621 0.08

--- two ---
13
Properties=species:S:1:pos:R:3:lowdin_charge:R:1 method="wB97M-V/def2-TZVPD" spin_multiplicity=1 charge=-1 e_homo_ev=-4.2 lumo_ev=4.31
N 0.155 1.336 0.120 -0.02
C 0.508 1.618 -1.248 -0.40
N -0.658 1.645 -2.128 -0.04
H -0.355 0.527 0.526 0.02
H 0.958 1.445 0.732 0.05
H 1.214 0.860 -1.594 0.09
H 0.944 2.613 -1.385 0.09
H -1.196 2.503 -2.017 0.04
H -1.388 1.005 -1.835 0.05
O -0.915 -1.028 1.189 -0.16
C -0.038 -1.890 1.441 -0.68
O 0.972 -2.180 0.783 -0.13
H -0.189 -2.490 2.380 0.08

The structure with the greatest stability is one.

--- one ---
18
Properties=species:S:1:pos:R:3:lowdin_charge:R:1 method="wB97M-V/def2-TZVPD" spin_multiplicity=1 e_homo_ev="-7.4 / -7.5" lumo_ev="0.69 / 0.92"
C 0.357 0.015 -1.576 -0.04
C 1.343 1.182 0.430 -0.14
C 0.032 0.854 -0.248 -0.27
C 0.483 -1.217 -0.591 -0.26
C 1.755 -0.198 0.956 -0.07
C -0.349 -0.427 0.414 -0.23
C -1.720 -0.834 0.819 -0.06
O 1.734 -1.241 0.065 -0.08
H -0.606 -0.158 -2.168 0.13
H 1.169 0.265 -2.175 0.08
H 2.100 1.543 -0.268 0.11
H 1.110 1.859 1.339 0.15
H -0.613 1.676 -0.528 0.13
H 0.218 -2.262 -1.071 0.18
H 2.583 -0.283 1.678 0.12
H -2.563 -0.722 -0.024 0.13
H -1.965 -0.265 1.684 0.06
H -1.697 -1.891 1.079 0.07

--- two ---
18
Properties=species:S:1:pos:R:3:lowdin_charge:R:1 method="wB97M-V/def2-TZVPD" spin_multiplicity=1 e_homo_ev=-8.7 lumo_ev=0.70
C -1.761 -0.335 0.492 -0.08
C -0.587 0.555 0.139 -0.41
C 0.451 0.329 -1.301 -0.10
C 1.549 0.759 -0.262 -0.13
C 0.769 -0.098 0.808 -0.18
C 0.691 -1.594 0.137 -0.06
C 0.615 -1.193 -1.126 -0.16
H -1.549 -1.359 0.363 0.02
H -1.671 -0.322 1.636 0.10
H -2.966 -0.079 0.098 0.16
H -1.710 2.284 0.895 0.24
H 0.063 0.901 -2.164 0.13
H 2.502 0.552 -0.519 0.06
H 1.438 1.819 0.317 0.15
H 1.008 0.227 1.896 0.15
H 0.787 -2.741 0.333 0.13
H 1.037 -1.744 -2.049 0.13
O -0.666 2.040 0.306 -0.16

The structure with the greatest stability is one.